No. 1
83
Properties=species:S:1:pos:R:3:forces:R:3:mulliken_charge:R:1 method="wB97M-V/def2-TZVPD" gap_ev=5.312 e_above_lowest_ev=0.0000 e_tot_ev=-206377.9692 homo_energy_ev=-4.323 total_charge=-1
Mg -0.397 0.211 -0.448 -0.33 0.06 -0.12 3.961
C 1.842 -1.138 1.664 -0.09 0.03 -0.11 -0.029
C 0.506 -1.807 1.993 -0.05 0.09 -0.20 -0.828
N -0.602 -0.961 1.515 -0.15 -0.18 0.19 -0.196
C -1.925 -1.621 1.554 0.15 0.13 -0.14 -0.885
C -2.877 -0.883 0.621 0.24 0.04 -0.16 -0.762
N -2.260 -0.854 -0.727 -0.31 -0.18 0.19 -0.366
C -3.215 -0.445 -1.777 0.15 0.05 0.06 -0.571
C -2.591 -0.522 -3.166 0.12 0.02 0.12 -0.878
C -1.514 0.533 -3.424 -0.02 -0.13 0.21 -0.655
N -0.292 0.314 -2.620 0.12 -0.05 -0.31 -0.500
C 0.520 -0.841 -3.062 -0.05 0.14 0.22 -0.884
C 1.722 -1.001 -2.138 -0.18 0.06 0.17 -1.128
N 1.233 -1.160 -0.756 -0.08 -0.13 -0.27 -0.333
C 2.306 -1.375 0.223 -0.17 0.04 0.02 -1.056
H 2.618 -1.503 2.339 0.01 0.00 0.01 0.539
H 1.749 -0.060 1.843 0.04 -0.03 0.03 -0.274
H 0.419 -2.001 3.067 0.01 0.01 0.06 0.562
H 0.429 -2.769 1.478 -0.01 -0.01 0.01 0.132
H -0.655 -0.127 2.094 0.05 0.02 -0.01 0.202
H -2.330 -1.672 2.569 -0.03 0.02 0.04 0.433
H -1.791 -2.639 1.184 0.00 -0.02 0.01 0.299
H -3.035 0.152 0.941 -0.04 0.00 0.00 0.263
H -3.848 -1.386 0.600 -0.03 -0.05 0.01 0.537
H -1.983 -1.822 -0.933 -0.01 0.01 -0.02 -0.569
H -3.523 0.580 -1.567 -0.01 -0.01 0.01 -0.007
H -4.101 -1.088 -1.733 -0.03 -0.04 -0.02 0.429
H -3.386 -0.368 -3.898 -0.01 0.00 -0.02 0.479
H -2.199 -1.531 -3.334 -0.04 0.01 -0.04 0.329
H -1.908 1.513 -3.144 0.02 0.00 -0.02 0.142
H -1.261 0.552 -4.490 0.00 -0.03 -0.05 0.471
H 0.285 1.149 -2.695 -0.06 0.05 -0.01 0.242
H 0.840 -0.733 -4.103 0.05 0.02 -0.04 0.462
H -0.082 -1.749 -2.990 -0.02 0.02 -0.04 0.340
H 2.350 -0.107 -2.168 0.03 0.00 -0.01 0.374
H 2.319 -1.861 -2.456 0.02 -0.04 -0.02 0.550
H 0.640 -2.002 -0.759 0.25 -0.18 0.03 -0.792
H 3.119 -0.687 -0.015 0.02 0.02 0.01 0.453
H 2.691 -2.397 0.123 0.03 -0.02 0.00 0.408
O 1.050 1.797 -0.467 -0.08 0.10 0.46 -0.957
C 0.485 2.169 0.602 0.12 0.14 -0.32 1.793
O -0.662 1.774 0.930 0.44 -0.14 0.26 -0.701
C 1.274 3.028 1.548 0.07 -0.02 -0.08 -0.121
C 2.338 3.788 1.075 -0.02 -0.15 -0.08 0.042
C 3.081 4.517 1.976 0.26 0.16 -0.04 -0.829
C 2.841 4.498 3.335 0.06 0.14 0.05 -0.633
C 1.797 3.713 3.766 -0.04 -0.02 0.32 -0.642
C 1.001 2.985 2.904 -0.27 0.05 0.02 -0.129
N 1.541 3.627 5.226 0.15 -0.02 -0.28 1.080
O 2.182 4.360 5.949 -0.04 0.02 0.05 -0.641
O 0.728 2.810 5.602 -0.07 0.01 0.04 -0.625
N 4.223 5.327 1.480 -0.15 -0.27 0.15 1.137
O 4.808 6.016 2.290 0.01 0.10 0.01 -0.663
O 4.515 5.219 0.312 0.01 0.06 -0.11 -0.617
H 2.581 3.801 0.022 0.00 -0.03 0.01 0.851
H 3.447 5.065 4.024 -0.02 0.00 -0.01 0.634
H 0.167 2.410 3.280 0.03 -0.02 -0.03 0.574
F 1.609 6.686 0.281 -0.04 0.00 -0.01 -0.460
C 0.532 5.924 0.014 0.04 0.17 -0.01 0.864
C 0.470 5.174 -1.141 0.05 -0.04 -0.12 0.087
F 1.501 5.213 -2.003 -0.05 -0.04 0.02 -0.456
C -0.626 4.366 -1.387 0.01 0.01 -0.06 0.761
F -0.577 3.649 -2.527 -0.07 -0.03 0.05 -0.463
C -1.720 4.266 -0.525 0.02 -0.01 0.02 -0.625
Se -3.201 3.142 -0.855 0.11 0.10 -0.09 -0.226
C -1.609 5.045 0.633 -0.01 -0.03 0.08 0.610
F -2.574 5.031 1.561 0.00 -0.04 -0.07 -0.428
C -0.518 5.850 0.906 -0.08 0.06 0.08 0.071
F -0.457 6.559 2.048 -0.01 -0.05 -0.03 -0.399
C -1.275 -6.704 0.792 -0.04 -0.09 0.14 -1.042
Si -0.706 -6.180 -0.917 0.03 0.15 -0.02 0.307
C 0.986 -6.943 -1.204 0.11 -0.08 -0.02 -1.045
C -1.879 -6.942 -2.167 -0.08 -0.09 -0.09 -1.041
Se -0.640 -3.970 -1.123 -0.04 0.03 -0.09 -0.576
H -1.284 -7.795 0.898 0.00 0.06 0.00 0.342
H -2.284 -6.331 0.988 0.04 -0.01 0.01 0.269
H -0.609 -6.290 1.554 -0.04 -0.02 -0.01 0.252
H 0.951 -8.037 -1.150 0.00 0.07 0.00 0.335
H 1.699 -6.583 -0.458 -0.02 -0.01 -0.04 0.273
H 1.359 -6.657 -2.191 0.01 -0.02 0.04 0.271
H -1.876 -8.037 -2.109 0.00 0.06 0.00 0.341
H -1.583 -6.649 -3.177 -0.03 -0.02 0.02 0.274
H -2.900 -6.589 -2.001 0.03 -0.01 -0.02 0.257

No. 2
85
Properties=species:S:1:pos:R:3:forces:R:3:mulliken_charge:R:1 method="wB97M-V/def2-TZVPD" gap_ev=7.772 e_above_lowest_ev=0.0000 e_tot_ev=-72402.3069 homo_energy_ev=-9.331 total_charge=0
N 1.593 -0.508 -2.690 0.58 -0.58 0.02 -0.126
H 0.668 -0.794 -3.013 -0.13 0.40 0.10 0.434
H 2.174 -1.387 -2.509 -0.17 0.16 0.36 0.395
H 1.498 0.019 -1.802 -0.40 0.06 0.04 -0.194
H 2.084 0.070 -3.365 -0.32 0.12 -0.10 0.419
C 0.876 2.291 1.237 0.06 0.39 0.38 -0.479
C 0.937 1.358 0.050 0.68 -0.15 -0.15 0.571
O 1.156 0.126 0.232 -0.04 0.10 0.13 -0.447
O 0.824 1.835 -1.108 -0.11 0.23 -0.04 -0.910
H -0.110 2.303 1.708 -0.12 0.00 -0.34 -0.093
H 1.125 3.298 0.907 -0.15 -0.01 0.08 0.243
H 1.560 2.030 2.046 0.12 -0.22 -0.29 0.172
C 2.500 -0.287 3.150 0.86 -1.03 -0.21 -0.272
N 3.680 0.256 3.883 -0.41 0.08 0.30 1.053
O 4.227 1.236 3.428 0.15 0.13 -0.10 -0.583
O 3.999 -0.314 4.909 0.08 0.08 -0.10 -0.600
H 1.584 -0.007 3.651 -0.04 0.25 -0.03 0.431
H 2.634 -1.366 3.219 -0.31 0.00 0.11 0.339
H 2.584 -0.015 2.106 -0.37 0.41 0.13 -0.347
C -2.033 0.630 3.496 -0.35 -0.02 -0.08 -0.220
N -3.002 1.092 4.529 0.18 -0.11 0.01 0.976
O -4.047 0.478 4.589 -0.12 0.01 0.01 -0.573
O -2.686 2.008 5.256 0.03 0.10 -0.02 -0.576
H -1.741 -0.373 3.781 0.16 -0.02 0.08 0.090
H -1.188 1.304 3.448 -0.01 0.05 0.12 0.224
H -2.570 0.575 2.553 0.08 0.06 0.07 0.026
C 3.928 -2.091 0.337 0.38 0.19 0.11 -1.061
C 4.358 -2.280 -1.101 -1.09 -0.37 -0.58 0.562
C 5.471 -3.297 -1.228 0.79 0.17 0.38 -1.038
O 5.616 -3.642 -2.578 -0.05 -0.02 -0.21 -0.331
C 6.558 -4.676 -2.770 -0.33 -0.14 -0.08 -0.753
N 3.144 -2.706 -1.893 0.86 -0.70 0.09 -0.739
H 3.200 -1.286 0.427 -0.07 -0.06 -0.02 -0.214
H 4.783 -1.863 0.979 -0.03 0.08 -0.04 0.530
H 3.497 -3.025 0.705 -0.10 0.05 0.03 0.380
H 4.679 -1.359 -1.592 0.18 0.12 0.32 0.233
H 5.337 -4.196 -0.607 -0.44 0.03 -0.08 0.424
H 6.408 -2.847 -0.858 -0.10 0.05 -0.02 0.429
H 6.549 -4.901 -3.833 0.21 -0.01 -0.02 0.250
H 6.242 -5.573 -2.224 0.13 0.00 0.03 0.330
H 7.554 -4.376 -2.435 0.06 0.00 -0.06 0.296
H 2.689 -3.446 -1.356 -0.26 0.29 0.03 0.205
H 3.525 -3.225 -2.690 -0.11 0.27 -0.06 0.270
C -3.409 0.311 -3.103 0.18 -0.27 0.01 -1.064
C -4.553 0.978 -2.948 -0.70 0.41 -0.68 0.298
C -4.946 1.654 -1.662 0.74 -0.11 0.46 0.438
O -5.974 2.283 -1.574 -0.13 0.03 -0.30 -0.602
C -3.998 1.492 -0.557 0.14 0.75 -0.01 -0.501
C -2.810 0.913 -0.736 -0.30 -1.09 0.68 0.259
C -2.428 0.243 -2.030 -0.30 0.55 -0.44 0.761
O -1.330 -0.262 -2.159 0.16 -0.15 0.22 -0.381
O -2.014 0.674 0.329 0.40 0.46 -0.66 0.301
O -5.439 1.094 -3.957 0.59 -0.06 0.02 -0.561
H -3.149 -0.127 -4.057 0.02 0.01 0.01 0.464
H -4.198 1.991 0.384 -0.27 -0.16 0.00 0.529
H -1.115 0.484 0.000 -0.10 -0.36 0.01 -0.362
H -5.905 1.938 -3.878 -0.27 -0.10 0.36 0.351
C -2.031 -3.061 2.727 0.31 0.27 0.06 -1.110
C -2.641 -4.158 2.270 -0.37 -0.20 0.51 0.178
C -2.362 -4.740 0.916 0.42 0.96 -0.22 0.887
O -3.013 -5.686 0.548 -0.33 -0.76 0.02 -0.609
C -1.383 -4.051 0.085 -0.51 -0.86 0.16 -0.763
C -0.749 -2.974 0.551 0.47 0.59 -0.62 0.300
C -0.951 -2.456 1.956 -0.66 -0.64 0.16 1.023
O -0.207 -1.602 2.383 0.29 0.29 -0.02 -0.317
O 0.078 -2.270 -0.217 0.39 -0.24 0.55 0.062
O -3.561 -4.785 3.002 0.16 -0.08 -0.05 -0.566
H -2.276 -2.677 3.707 0.11 0.05 0.03 0.480
H -1.246 -4.492 -0.893 0.18 0.31 -0.11 0.484
H 0.551 -1.575 0.311 -0.41 0.15 -0.28 -0.106
H -3.793 -5.618 2.560 -0.08 0.09 -0.26 0.341
C -0.647 5.179 -0.718 -0.13 0.12 0.22 -0.413
C -1.079 4.561 -1.830 0.40 -0.36 0.15 0.404
C -2.531 4.628 -2.253 -0.35 0.03 0.21 0.482
O -2.948 3.852 -3.083 -0.03 -0.11 -0.24 -0.603
C -3.402 5.551 -1.531 0.14 0.19 -0.28 -0.957
C -2.891 6.314 -0.564 -0.10 0.58 0.25 0.353
C -1.486 6.160 -0.045 0.09 -0.92 -0.36 0.721
O -1.148 6.814 0.917 -0.02 0.36 0.26 -0.638
O -3.590 7.280 0.033 -0.12 -0.12 0.16 -0.583
O -0.325 3.733 -2.541 -0.35 -0.35 -0.07 -0.595
H 0.319 4.931 -0.298 0.09 0.34 -0.10 0.580
H -4.432 5.674 -1.835 0.01 -0.14 -0.10 0.471
H -3.052 7.612 0.774 0.13 -0.01 -0.05 0.362
H 0.200 3.120 -1.956 0.13 0.14 0.06 0.472